1.
A cluster of 3 separate species, C6H12O2 in total, computed with ωB97M-V/def2-TZVPD.

Last column: natural (NBO) charge in e.
Atoms and positions in Å:
O  3.4170  4.0170  -2.3700  -0.935
O  -5.5006  -1.3674  1.6624  -0.935
C  -2.3542  -0.4089  0.6173  -0.374
C  1.1751  -1.1684  0.0984  -0.202
C  2.8495  0.5885  0.1508  -0.371
C  2.4424  -0.5381  -0.4014  -0.223
C  0.0009  -0.5963  -0.1548  -0.213
C  -1.2048  -1.0727  0.5209  -0.223
H  -3.2557  -0.8471  1.0211  0.213
H  -2.4170  0.6397  0.3328  0.188
H  -5.2305  -2.2961  1.6401  0.468
H  2.8075  -0.8785  -1.3394  0.203
H  3.6698  1.2203  -0.1863  0.191
H  -0.0934  0.2045  -0.8798  0.211
H  1.3076  -2.1211  0.5935  0.205
H  -6.4556  -1.4300  1.5712  0.471
H  -1.1432  -2.0369  0.9946  0.194
H  2.4674  0.9864  1.0808  0.196
H  4.3764  3.9842  -2.3652  0.467
H  3.1412  3.1207  -2.5871  0.469

Values from the calculation:
- SMILES: C=C/C=C/C=C.O.O

---

2.
A cluster of 2 separate species, C6H12O2 in total, computed with ωB97M-V/def2-TZVPD.

Last column: natural (NBO) charge in e.
Atoms and positions in Å:
O  -1.4597  -0.5293  1.4674  -0.539
O  0.7411  2.3495  -1.3274  -0.716
C  0.3186  1.1879  -2.0017  -0.056
C  0.8849  -0.4274  1.1724  -0.324
C  -0.2843  -2.6136  1.5500  -0.714
C  1.0210  0.8725  1.4029  -0.315
C  -1.1677  0.9110  -1.8243  -0.647
C  -0.4060  -1.1196  1.3980  0.550
H  -1.7430  1.7801  -2.1307  0.210
H  0.1712  1.4502  1.7435  0.211
H  -1.2632  -3.0536  1.7709  0.237
H  0.4037  2.3046  -0.4258  0.461
H  1.9581  1.3919  1.2902  0.213
H  -1.4619  0.0674  -2.4398  0.211
H  0.5544  1.3636  -3.0544  0.175
H  1.7295  -1.0443  0.8808  0.211
H  -1.4032  0.6820  -0.7854  0.218
H  0.0914  -3.0413  0.6282  0.232
H  0.4209  -2.8440  2.3386  0.232
H  0.8941  0.3126  -1.6534  0.148

Values from the calculation:
- SMILES: C=CC(C)=O.CCO

---

The structure with the greatest stability is 2.

---

1.
The ion C3H6N3 with charge +1, computed with ωB97M-V/def2-TZVPD.

Last column: natural (NBO) charge in e.
Atoms and positions in Å:
N  0.2845  1.0195  0.7814  0.200
N  -0.9479  1.0473  1.0091  -0.175
N  0.5672  -0.0636  -0.0351  -0.251
C  -1.6986  0.1174  0.2294  -0.433
C  -0.5726  -0.5825  -0.4632  0.198
C  1.7881  -0.6778  -0.7105  -0.387
H  2.2007  -0.0129  -1.6392  0.263
H  -1.1596  1.4693  1.8426  0.447
H  -2.4889  -0.3732  0.6616  0.304
H  -2.0463  0.4242  -0.7045  0.335
H  2.6137  -0.7220  -0.0334  0.238
H  1.4598  -1.6458  -0.9381  0.261

Values from the calculation:
- Total charge: +1

---

2.
The ion C3H6N3 with charge +1, computed with ωB97M-V/def2-TZVPD.

Last column: natural (NBO) charge in e.
Atoms and positions in Å:
N  1.5046  -0.1516  -0.3856  -0.524
N  0.0802  -0.6814  1.1558  -0.625
N  -2.0725  0.5288  -0.3518  -0.717
C  1.2939  -0.5141  0.8417  0.308
C  0.4382  0.4118  -1.0702  -0.063
C  -0.7973  0.4461  -0.4710  0.429
H  -2.6942  -0.1312  -0.8741  0.433
H  -2.4831  0.8602  0.5128  0.434
H  2.1244  -0.6479  1.4246  0.212
H  0.4566  0.9379  -1.9575  0.267
H  -0.2058  -0.6736  2.0898  0.395
H  2.3550  -0.3852  -0.9144  0.451

Values from the calculation:
- SMILES: [H]/N=C/NC=C=[NH2+]
- Total charge: +1

---

The structure with the greatest stability is 2.